Record 1
ORCA calculation (the ωB97M-V functional and the def2-TZVPD basis) on C38H43BrN3OTa as an isolated structure.

**HOMO**: -13.5 eV
**E_LUMO**: -6.5213 eV

```
! RIJCOSX wB97M-V def2-TZVPD def2/J DEFGRID3
* xyz 2 1
Ta -0.2720 -0.3032 0.0066
Br 5.4251 2.1649 4.3782
C 3.9167 1.4408 3.5211
C 3.3351 0.2674 4.0178
C 2.2297 -0.2752 3.4013
C 1.7015 0.3220 2.2631
O 0.6082 -0.1854 1.6747
C 2.2608 1.5069 1.7755
C 1.6158 2.2484 0.7285
N 0.6644 1.8056 -0.0249
C -0.0494 2.7284 -0.8359
C 0.4690 3.8107 -1.4923
C -0.3833 4.6897 -2.1916
C -1.7366 4.4927 -2.1900
C -2.2915 3.3840 -1.5086
C -3.6810 3.1536 -1.3875
C -4.1244 2.0855 -0.6578
C -3.1934 1.1923 -0.1171
N -1.8867 1.3546 -0.2218
C -1.4305 2.4781 -0.8699
C 3.3697 2.0673 2.4308
H 3.7547 -0.2033 4.8966
H 1.7628 -1.1725 3.7882
H 1.9100 3.2919 0.6195
H 1.5358 3.9992 -1.4862
H 0.0434 5.5351 -2.7137
H -2.3968 5.1864 -2.6946
H -4.3792 3.8367 -1.8557
H -5.1779 1.8908 -0.5163
H -3.5316 0.3024 0.3913
H 3.7939 2.9957 2.0677
C 1.2884 -1.9901 -0.6643
C 0.8168 -1.0755 -1.7352
C 1.8900 -0.0588 -1.8345
C 2.8722 -0.3105 -0.9146
C 2.5032 -1.5030 -0.1964
C 3.3721 -2.1852 0.8011
C 4.1592 0.4383 -0.7456
C 1.8859 1.0051 -2.8775
C 0.3335 -1.6878 -3.0403
C 0.8289 -3.4171 -0.5097
H 4.0514 -2.8560 0.2633
H 2.7950 -2.7960 1.4942
H 3.9880 -1.4843 1.3621
H 4.9300 0.0289 -1.4025
H 4.5378 0.3780 0.2739
H 4.0459 1.4929 -1.0060
H 2.4095 0.6375 -3.7649
H 2.4040 1.9071 -2.5532
H 0.8744 1.2678 -3.1889
H 1.1730 -2.2119 -3.5027
H -0.0207 -0.9273 -3.7357
H -0.4778 -2.3944 -2.8842
H 1.5183 -4.0814 -1.0365
H -0.1621 -3.5665 -0.9300
H 0.8116 -3.7332 0.5339
C -2.5263 0.3107 -4.5495
C -2.9875 -0.6162 -3.4538
C -4.0973 -1.4355 -3.6230
C -4.4770 -2.3152 -2.6192
C -5.6817 -3.2053 -2.7777
C -3.7443 -2.3642 -1.4319
C -2.6309 -1.5565 -1.2227
C -2.2824 -0.6935 -2.2676
N -1.8457 -1.5265 -0.0099
C -2.3664 -2.2907 1.1872
C -3.7641 -1.8051 1.6046
C -2.2969 -3.8114 0.9693
C -1.4737 -2.0196 2.4037
H -3.3731 0.7608 -5.0668
H -1.9467 -0.2366 -5.2966
H -1.8975 1.1140 -4.1592
H -4.6616 -1.3942 -4.5474
H -6.0263 -3.2241 -3.8095
H -6.5058 -2.8501 -2.1561
H -5.4590 -4.2279 -2.4725
H -4.0937 -3.0586 -0.6869
H -1.4087 -0.0469 -2.2015
H -4.4920 -1.7507 0.8003
H -3.6955 -0.8250 2.0830
H -4.1571 -2.4903 2.3563
H -2.7660 -4.1769 0.0613
H -2.7829 -4.2968 1.8162
H -1.2616 -4.1406 0.9578
H -1.4573 -0.9590 2.6634
H -0.4562 -2.3867 2.2558
H -1.8903 -2.5514 3.2577
*
```



Record 2
ORCA calculation (the ωB97M-V functional and the def2-TZVPD basis) on C38H43ClN6O6PbS2Si4 as an isolated structure in a non-equilibrium geometry.

**HOMO**: -2.8 eV
**E_LUMO**: 3.3715 eV

```
! RIJCOSX wB97M-V def2-TZVPD def2/J DEFGRID3
* xyz -2 1
Pb -0.1174 -0.8355 1.6641
O -4.0803 -5.6987 2.7615
C -3.1180 -6.2174 2.0476
O -2.9563 -7.4166 1.9225
C -2.2072 -5.2513 1.3693
C -1.2597 -5.5845 0.4259
Cl -0.9366 -7.0887 -0.2946
N -0.6279 -4.4466 0.0346
N -1.1223 -3.3822 0.7113
C -2.0733 -3.8463 1.5044
C -2.8987 -2.8948 2.3579
O -3.9494 -3.3890 2.8513
O -2.5090 -1.7262 2.4816
C 0.3051 -4.3089 -1.0268
C 1.3851 -5.1745 -1.1430
C 2.2616 -5.0315 -2.2056
C 2.0641 -4.0309 -3.1456
C 0.9819 -3.1731 -3.0224
C 0.1044 -3.3017 -1.9595
H -4.0215 -4.6420 2.7822
H 1.5413 -5.9437 -0.4015
H 3.1049 -5.7045 -2.2923
H 2.7599 -3.9188 -3.9680
H 0.8166 -2.3970 -3.7584
H -0.7414 -2.6396 -1.8438
O 0.6037 1.6272 -2.4844
C 0.6691 1.0800 -1.3961
O -0.1168 1.4268 -0.4074
C 1.7636 0.0681 -1.1677
C 2.8814 0.2594 -2.0138
C 4.0070 -0.4831 -1.8417
C 4.0406 -1.4407 -0.8105
C 5.1963 -2.1790 -0.4866
C 5.1760 -3.0873 0.5358
C 3.9875 -3.3250 1.2462
C 2.8505 -2.6315 0.9411
C 2.8525 -1.6388 -0.0620
N 1.7356 -0.8782 -0.2445
H 2.8064 1.0156 -2.7813
H 4.8740 -0.3381 -2.4752
H 6.1081 -1.9939 -1.0434
H 6.0795 -3.6181 0.8092
H 3.9708 -4.0556 2.0445
H 1.9404 -2.7875 1.5034
S 1.9281 0.8271 2.1418
C 2.6791 0.2025 3.5974
C 3.7600 0.9243 4.1232
C 4.3802 0.5565 5.3025
C 3.9465 -0.5788 5.9768
C 2.9144 -1.3322 5.4481
C 2.2602 -0.9653 4.2665
S 0.9358 -2.0082 3.7452
H 4.0836 1.8019 3.5771
H 5.1946 1.1542 5.6963
H 4.4100 -0.8725 6.9117
H 2.5790 -2.2312 5.9507
N -2.0645 0.0532 -1.9237
C -2.2452 -1.0027 -2.4048
N -2.3083 -2.1954 -2.8191
C -2.9201 -2.7501 -3.8260
N -3.4220 -3.3180 -4.7053
C -2.6522 5.1124 1.3482
Si -1.8223 3.3959 1.5222
C -3.1438 2.2299 2.2339
C -0.6423 3.7120 2.9905
Si -1.2431 2.7530 -0.7007
Si 0.2007 4.3282 -1.7260
C -0.3004 6.0881 -1.1619
C 0.1845 4.4894 -3.6242
C 2.0253 4.1707 -1.1896
Si -3.0452 1.8632 -1.9988
C -3.9671 3.6054 -2.0727
C -2.8076 1.7545 -3.9012
C -4.4866 0.9601 -1.1192
H -3.2764 5.3297 2.2176
H -3.2843 5.1770 0.4595
H -1.9061 5.9048 1.2715
H -3.4538 2.5366 3.2351
H -2.7789 1.2043 2.3133
H -4.0329 2.1946 1.6008
H -1.0569 4.4741 3.6567
H 0.3449 4.0470 2.6696
H -0.4872 2.8025 3.5678
H -1.3702 6.2513 -1.3113
H 0.2394 6.8515 -1.7273
H -0.0885 6.2478 -0.1030
H -0.8259 4.7025 -3.9807
H 0.5094 3.5600 -4.0918
H 0.8397 5.2961 -3.9604
H 2.0998 4.1207 -0.1002
H 2.6406 5.0041 -1.5346
H 2.4568 3.2491 -1.5812
H -3.3439 4.4001 -2.5014
H -4.3038 3.9472 -1.0879
H -4.8587 3.5145 -2.7034
H -3.0412 2.7018 -4.3897
H -3.4451 0.9824 -4.3403
H -1.7737 1.4956 -4.1362
H -5.2471 1.6595 -0.7680
H -4.1270 0.3917 -0.2592
H -4.9728 0.2490 -1.7925
*
```



Record 3
ORCA calculation (the ωB97M-V functional and the def2-TZVPD basis) on C38H43GeHgN6 as an isolated structure in a non-equilibrium geometry.

**HOMO**: -10.1 eV
**E_LUMO**: -2.9301 eV

```
! RIJCOSX wB97M-V def2-TZVPD def2/J DEFGRID3
* xyz 1 1
Hg -0.2037 0.4572 -0.8833
C -2.3105 -1.0030 3.2254
N -1.1729 -1.2589 2.2492
C -1.4587 -2.4475 1.4374
C -2.4715 -2.1205 0.3648
C -3.7739 -1.6191 0.5308
C -4.5200 -1.3385 -0.6110
C -4.0259 -1.6001 -1.8721
C -2.7935 -2.2587 -1.9309
N -2.0272 -2.4365 -0.8550
C 0.1033 -1.4607 3.0162
C 0.6104 -0.2310 3.6226
C 0.1499 0.2851 4.8414
C 0.5867 1.5424 5.2448
C 1.5451 2.2359 4.5323
C 2.0369 1.5813 3.4051
N 1.5845 0.3830 2.9842
C -2.6274 0.4649 3.3620
C -3.3505 0.9507 4.4335
C -3.2417 2.3354 4.6511
C -2.5517 3.1370 3.7813
C -1.9658 2.5205 2.6735
N -2.1185 1.2515 2.3816
H -3.2169 -1.5339 2.9385
H -2.0936 -1.4505 4.2437
H -0.5901 -2.8276 0.9125
H -1.8325 -3.2900 2.0620
H -4.1763 -1.4852 1.5508
H -5.5072 -0.8270 -0.4591
H -4.5184 -1.1665 -2.7766
H -2.3701 -2.5139 -2.9243
H -0.0492 -2.2416 3.7656
H 0.9064 -1.9281 2.3889
H -0.6098 -0.2081 5.4829
H 0.1915 1.9948 6.1144
H 1.8307 3.2641 4.7860
H 2.7504 2.0268 2.7423
H -3.8861 0.3257 5.1587
H -3.6870 2.8635 5.5302
H -2.4449 4.1995 3.9555
H -1.4529 3.1535 1.9400
N -2.4599 4.6251 -1.1044
C -2.2551 4.3104 -2.5515
C -3.2476 3.1364 -2.9428
C -3.0418 1.7949 -2.1989
N -2.4755 1.7980 -0.8435
H -3.4375 4.8966 -0.9645
H -1.8567 5.4079 -0.7956
H -1.1662 4.0476 -2.7300
H -2.5478 5.1522 -3.2535
H -3.1969 2.9377 -3.9862
H -4.2900 3.4804 -2.7912
H -2.4475 1.1036 -2.7530
H -4.0597 1.3174 -2.1126
H -3.1455 1.3848 -0.1886
H -2.3099 2.7679 -0.5580
C 2.3941 1.9536 -3.0345
Ge 1.9745 0.1957 -2.1880
C 1.7074 -1.3109 -3.4260
C 2.4380 -1.3094 -4.5878
C 2.2084 -2.2946 -5.5567
C 1.1941 -3.2173 -5.4231
C 0.5005 -3.2336 -4.1959
C 0.7164 -2.2762 -3.2162
C 3.5317 -0.1399 -0.9730
C 4.4501 0.8602 -0.7583
C 5.6658 0.6351 -0.1686
C 6.0936 -0.6282 0.1036
C 5.2230 -1.7469 -0.1416
C 5.6370 -3.0920 0.0716
C 4.6625 -4.0846 0.0212
C 3.3152 -3.7189 0.0208
C 2.9451 -2.4358 -0.2227
C 3.8521 -1.4592 -0.5261
H 3.4797 2.1171 -3.1557
H 2.1002 2.7842 -2.3464
H 1.8998 2.0521 -3.9912
H 3.1380 -0.4949 -4.8451
H 2.8432 -2.2917 -6.4847
H 0.9725 -3.9616 -6.2080
H -0.2548 -3.9872 -4.1308
H 0.1432 -2.3646 -2.3161
H 4.2450 1.8795 -1.2075
H 6.3911 1.4759 -0.1361
H 7.0639 -0.7474 0.5250
H 6.7163 -3.2179 0.3336
H 4.9383 -5.1278 0.0668
H 2.5858 -4.5188 0.1653
H 1.9185 -2.1808 -0.2904
*
```



Record 4
ORCA calculation (the ωB97M-V functional and the def2-TZVPD basis) on C38H43N7O5Rb as an isolated structure in a non-equilibrium geometry.

**HOMO**: -1.6 eV
**E_LUMO**: 1.6431 eV

```
! RIJCOSX wB97M-V def2-TZVPD def2/J DEFGRID3
* xyz -1 1
Rb 13.4764 12.3957 9.6768
O 13.9735 13.8478 14.7326
C 13.5957 13.6752 13.5703
N 13.1619 12.5043 13.0187
C 13.9776 11.4919 12.7270
O 15.1883 11.5406 12.4138
C 13.2877 10.1689 12.6363
C 13.7766 9.1459 13.4530
C 13.2428 7.8710 13.3578
C 12.2884 7.6277 12.3807
C 11.8674 8.6838 11.5743
N 12.3145 9.9256 11.7705
C 13.3647 14.9189 12.7419
C 13.5943 16.1862 13.3550
C 13.3212 17.3388 12.6695
C 12.6898 17.2443 11.4004
C 12.5220 15.9710 10.8816
N 12.9257 14.8541 11.4689
H 14.5334 9.3633 14.2023
H 13.5370 7.1159 14.0915
H 11.8016 6.6540 12.2430
H 11.2134 8.5054 10.7135
H 14.0150 16.1934 14.3564
H 13.5354 18.3524 13.0736
H 12.4169 18.1455 10.8334
H 12.0399 15.7941 9.9129
C 14.4379 10.2670 5.2879
C 13.7488 11.6251 5.2631
C 12.3648 11.7357 5.3964
C 11.7461 12.9624 5.5162
C 12.4754 14.1468 5.4353
C 13.8352 14.0426 5.2379
C 14.4521 12.8147 5.1660
H 14.3660 9.8063 6.2893
H 15.4879 10.3485 5.0165
H 13.9232 9.6028 4.5670
H 11.8412 10.7908 5.4833
H 10.6638 12.9337 5.6601
H 12.0228 15.1303 5.5394
H 14.4979 14.8936 5.1585
H 15.5217 12.7433 4.9808
C 18.1211 8.1838 9.7512
N 16.8841 8.7380 9.1594
C 15.6895 7.9625 9.3650
C 16.7391 10.0572 8.7398
O 15.6434 10.6150 8.6775
N 17.9425 10.6928 8.4040
C 19.0265 10.0843 7.6419
C 17.8924 12.1553 8.4186
H 17.8281 7.3875 10.4813
H 18.6888 8.9720 10.2285
H 18.7566 7.6665 8.9978
H 15.8056 6.9815 8.9230
H 14.8332 8.4815 8.8513
H 15.4158 7.8647 10.4256
H 18.7987 9.0186 7.4996
H 19.9881 10.1491 8.1519
H 19.1555 10.5800 6.6764
H 17.5551 12.4462 9.4146
H 17.1570 12.5330 7.6950
H 18.8856 12.5814 8.1760
O 9.0845 7.5008 11.4248
C 7.9113 8.3317 11.5990
N 8.3419 9.7067 11.5386
C 7.6486 10.6487 10.8200
O 6.4427 10.4947 10.6065
C 8.3945 11.8078 10.2620
C 7.6535 12.7881 9.5125
C 8.3316 13.7889 8.8888
C 9.7497 13.7998 8.8781
N 10.4315 12.8567 9.5243
C 9.7783 11.9539 10.2617
H 8.9899 6.7461 12.0461
H 7.4230 8.0933 12.5522
H 7.1968 8.1690 10.7656
H 9.3298 9.8746 11.6664
H 6.5577 12.7417 9.4676
H 7.7629 14.5597 8.3670
H 10.3201 14.5236 8.3175
H 10.4392 11.3425 10.8689
C 15.9652 15.2963 8.9215
C 16.4822 16.5594 9.1073
C 17.2422 16.8638 10.2921
C 17.6574 18.1384 10.5079
C 17.4074 19.1636 9.6066
C 16.7902 18.8514 8.3955
C 16.3559 17.5719 8.1094
H 16.0935 14.5201 9.6765
H 15.5783 15.0112 7.9645
H 17.4407 16.1064 11.0120
H 18.2627 18.3459 11.4189
H 17.7638 20.1899 9.8472
H 16.7049 19.6167 7.6076
H 15.9456 17.3391 7.1230
*
```



Record 5
ORCA calculation (the ωB97M-V functional and the def2-TZVPD basis) on C38H44BCoN10O4 as an isolated structure.

**HOMO (alpha / beta)**: -2.7 / -2.3 eV
**E_LUMO (alpha / beta)**: 2.5330 / 2.5332 eV
**Expectation value of S²**: 1.24

```
! RIJCOSX wB97M-V def2-TZVPD def2/J DEFGRID3
* xyz -1 2
Co 0.2413 0.1321 0.0020
C -2.2408 -2.6374 -0.1193
C -1.7180 -2.1817 1.1987
C -2.1223 -2.6201 2.4689
C -1.3789 -1.8788 3.3611
C -1.3849 -1.9189 4.8537
N -0.5913 -1.0564 2.6426
N -0.7863 -1.2406 1.3146
B 0.3589 0.0347 3.1424
N -0.1541 1.4307 2.7029
N -0.0834 1.8063 1.4029
C -0.5320 3.0494 1.3345
C -0.6006 3.7715 0.0312
C -0.9115 3.4965 2.6107
C -0.6553 2.4321 3.4521
C -0.8551 2.3310 4.9282
N 1.7938 -0.1467 2.6211
N 2.0862 0.0428 1.2997
C 3.3980 0.2087 1.2306
C 4.0829 0.5903 -0.0318
C 3.9792 0.0657 2.5053
C 2.9230 -0.1487 3.3595
C 2.9362 -0.3263 4.8421
H -3.0733 -3.3263 0.0280
H -2.5854 -1.7899 -0.7138
H -1.4694 -3.1418 -0.6955
H -2.8561 -3.3748 2.6985
H -2.0874 -2.6808 5.1908
H -0.3993 -2.1600 5.2544
H -1.6851 -0.9634 5.2862
H 0.3714 0.0018 4.3420
H -0.0190 3.2395 -0.7202
H -1.6344 3.8459 -0.3168
H -0.2046 4.7846 0.1214
H -1.3119 4.4587 2.8839
H -1.2974 3.2556 5.2979
H -1.5196 1.5065 5.1891
H 0.0880 2.1664 5.4514
H 3.3482 0.8110 -0.8009
H 4.6994 1.4781 0.1320
H 4.7259 -0.2047 -0.4086
H 5.0235 0.1317 2.7640
H 3.9672 -0.4083 5.1855
H 2.4709 0.5176 5.3541
H 2.4004 -1.2264 5.1456
C -0.7098 0.2239 -6.2894
O -1.1665 1.0365 -5.2234
C -1.1155 2.3785 -5.3671
C -0.8488 3.0179 -6.5719
C -0.9158 4.4029 -6.6695
C -1.2410 5.1610 -5.5600
C -1.4574 4.5288 -4.3429
C -1.3885 3.1478 -4.2167
N -1.6384 2.5640 -2.9688
C -0.9617 1.5139 -2.3707
N 0.2959 1.3378 -2.7950
C 1.2137 0.3101 -2.4600
C 0.8223 -0.8365 -1.6279
C 1.9567 -1.7629 -1.4254
C 3.1462 -1.6375 -2.0610
C 3.4352 -0.5708 -2.9424
C 2.4527 0.4026 -3.0776
O 2.6289 1.5475 -3.8490
C 3.7881 1.6167 -4.6420
N -1.4288 0.8379 -1.3623
C -2.7723 0.9581 -0.9598
C -3.0372 0.9554 0.4187
C -4.3099 1.1005 0.9368
C -5.3976 1.2428 0.0851
C -5.1790 1.1742 -1.2782
C -3.9016 1.0035 -1.8041
O -3.8308 0.8683 -3.1748
C -3.4438 -0.4472 -3.5674
H -0.7904 -0.8011 -5.9397
H 0.3310 0.4537 -6.5337
H -1.3341 0.3509 -7.1789
H -0.6177 2.4274 -7.4465
H -0.7190 4.8788 -7.6216
H -1.3026 6.2391 -5.6251
H -1.6647 5.1118 -3.4534
H -2.4152 2.9280 -2.4412
H 0.6505 1.9960 -3.4718
H 1.7722 -2.6221 -0.7903
H 3.9195 -2.3768 -1.8737
H 4.3962 -0.4894 -3.4239
H 3.6920 2.5163 -5.2479
H 3.8785 0.7434 -5.2946
H 4.6894 1.6919 -4.0261
H -2.1960 0.8330 1.0813
H -4.4404 1.1021 2.0116
H -6.4002 1.3696 0.4734
H -5.9940 1.2210 -1.9901
H -3.4729 -0.4771 -4.6534
H -4.1381 -1.1857 -3.1543
H -2.4348 -0.6683 -3.2299
O -1.2404 -2.8542 -4.0324
C -0.6991 -2.2124 -3.1847
N -0.2373 -1.6111 -2.2865
*
```



The records above yield energy above the lowest of the compared OMol25 structures with the same formula, charge and spin values of 0.6215; 0.9287; 0.0143; 0.0000; 0.0000 eV, respectively.
The records above yield electronic energy values of -4343.94959; -4861.54367; -4032.42462; -2257.44145; -3730.69994 Eh, respectively.